{
  "formula": "C31H72NO9S",
  "method": "ωB97M-V/def2-TZVPD",
  "elements": ["C", "C", "C", "C", "C", "N", "C", "C", "C", "C", "C", "C", "C", "C", "C", "C", "C", "C", "S", "O", "O", "H", "H", "H", "H", "H", "H", "H", "H", "H", "H", "H", "H", "H", "H", "H", "H", "H", "H", "H", "H", "H", "H", "H", "H", "H", "H", "H", "H", "H", "H", "C", "C", "O", "H", "H", "H", "H", "H", "H", "C", "C", "O", "H", "H", "H", "H", "H", "H", "C", "C", "O", "H", "H", "H", "H", "H", "H", "C", "C", "O", "H", "H", "H", "H", "H", "H", "C", "C", "O", "H", "H", "H", "H", "H", "H", "C", "C", "O", "H", "H", "H", "H", "H", "H", "C", "C", "O", "H", "H", "H", "H", "H", "H"],
  "coordinates": [[2.617, -3.982, 1.589], [1.521, -3.283, 1.859], [0.462, -2.075, 1.979], [1.132, -0.605, 2.032], [2.441, -0.416, 1.109], [1.998, -0.124, -0.300], [1.246, -0.954, -1.073], [0.957, -0.210, -2.510], [0.898, 1.303, -1.858], [0.690, 2.561, -2.841], [-0.688, 3.375, -2.634], [-1.924, 2.500, -2.075], [-3.363, 3.222, -2.151], [-4.508, 2.239, -1.512], [-4.735, 0.946, -2.492], [-3.950, -0.383, -2.007], [2.329, 1.151, -1.070], [3.679, 1.086, -2.014], [4.576, -0.539, -1.910], [6.045, -0.283, -2.285], [4.051, -1.559, -2.926], [3.648, -4.512, 1.542], [-0.162, -2.222, 2.954], [-0.326, -2.120, 1.119], [1.310, -0.248, 3.136], [0.329, 0.135, 1.614], [2.965, 0.559, 1.483], [3.228, -1.248, 1.199], [0.818, -1.998, -0.832], [-0.124, -0.522, -2.809], [1.770, -0.373, -3.329], [0.165, 1.121, -0.987], [0.871, 2.258, -3.949], [1.553, 3.312, -2.597], [-0.553, 4.313, -1.957], [-0.999, 3.785, -3.679], [-1.708, 2.320, -0.939], [-1.883, 1.460, -2.567], [-3.657, 3.407, -3.247], [-3.324, 4.164, -1.494], [-4.262, 1.910, -0.435], [-5.493, 2.859, -1.436], [-5.869, 0.701, -2.616], [-4.299, 1.252, -3.520], [-2.854, -0.450, -2.367], [-4.494, -1.287, -2.511], [-3.938, -0.551, -0.864], [2.621, 2.003, -0.348], [3.320, 1.200, -3.113], [4.389, 1.982, -1.821], [4.579, -1.098, -0.631], [-2.443, 0.802, 2.848], [-3.400, 0.127, 1.886], [-2.674, -0.509, 0.839], [-1.832, 1.543, 2.325], [-2.986, 1.299, 3.655], [-1.754, 0.072, 3.285], [-4.071, 0.862, 1.436], [-4.006, -0.625, 2.400], [-2.089, -1.164, 1.245], [-7.898, 1.938, 3.459], [-6.386, 1.885, 3.553], [-5.813, 2.953, 2.808], [-8.220, 1.871, 2.417], [-8.353, 1.120, 4.023], [-8.277, 2.887, 3.850], [-6.010, 0.945, 3.142], [-6.055, 1.964, 4.593], [-6.143, 3.781, 3.184], [0.130, -0.273, -7.273], [0.132, 0.662, -6.080], [1.273, 0.414, -5.265], [0.124, -1.315, -6.944], [-0.743, -0.097, -7.905], [1.034, -0.134, -7.874], [-0.761, 0.505, -5.470], [0.151, 1.707, -6.402], [2.060, 0.563, -5.810], [-2.127, -5.404, -0.680], [-1.838, -4.347, -1.726], [-0.679, -3.602, -1.361], [-2.282, -4.944, 0.300], [-3.017, -5.980, -0.944], [-1.281, -6.091, -0.579], [-2.676, -3.651, -1.808], [-1.669, -4.801, -2.706], [0.060, -4.226, -1.299], [3.797, -0.404, 6.058], [2.785, 0.675, 5.727], [1.469, 0.131, 5.736], [3.735, -1.223, 5.337], [4.813, -0.001, 6.050], [3.596, -0.832, 7.045], [2.976, 1.085, 4.732], [2.833, 1.492, 6.452], [1.306, -0.222, 6.623], [2.990, -5.550, -3.568], [4.502, -5.622, -3.485], [5.084, -4.560, -4.228], [2.660, -5.609, -4.609], [2.529, -6.365, -3.004], [2.626, -4.596, -3.172], [4.864, -6.565, -3.901], [4.841, -5.551, -2.446], [4.766, -3.729, -3.847], [3.135, 4.934, 6.343], [4.517, 4.322, 6.449], [4.715, 3.376, 5.404], [2.366, 4.159, 6.403], [2.968, 5.659, 7.143], [3.007, 5.437, 5.380], [4.634, 3.802, 7.403], [5.293, 5.091, 6.378], [4.619, 3.846, 4.564]],
  "forces_ev_per_a": [[-5.2, 4.0, 1.8], [5.7, -2.0, -1.9], [-0.2, -1.0, 0.4], [-0.4, 0.4, 0.0], [0.0, 1.5, 1.6], [-0.9, -2.7, -2.0], [1.4, 2.1, -1.1], [-1.3, -0.1, 2.2], [1.5, -1.4, -0.1], [0.9, 0.5, 0.5], [-0.9, 0.4, -0.6], [0.7, 0.2, 0.9], [0.0, -1.4, 0.8], [-0.4, 0.3, -0.8], [0.5, 0.2, 0.4], [-0.6, -0.8, -0.4], [0.2, 1.5, 0.2], [-1.6, 0.5, -0.2], [5.1, -2.0, -6.1], [-4.4, 0.1, 2.3], [-0.3, 2.7, 3.6], [-2.6, 1.0, 0.1], [1.3, 0.2, -1.7], [1.7, -0.3, 1.3], [0.0, -1.0, -2.1], [1.4, -1.3, 0.7], [-0.9, -1.7, -0.8], [-1.5, 0.9, -0.4], [0.9, 1.8, 0.1], [2.2, 0.3, 0.1], [-1.7, 0.0, 1.7], [0.7, 1.2, -1.6], [-0.6, 0.3, 2.1], [-1.4, -1.3, -0.4], [-0.1, -1.7, -1.1], [0.6, -0.6, 1.8], [-0.5, 0.2, -1.9], [-0.4, 1.6, 0.6], [0.5, 0.1, 1.7], [0.0, -1.2, -1.4], [-0.2, 0.5, -1.8], [1.7, -1.1, -0.2], [2.1, 0.5, 0.3], [-1.0, -0.6, 1.5], [-1.7, 0.4, 0.6], [1.0, 1.5, 1.0], [-0.2, 0.4, -2.1], [-1.1, -1.5, -0.7], [0.9, -0.6, 1.7], [-1.0, -1.9, 0.0], [-0.5, 0.8, -0.6], [0.0, 0.1, 0.1], [0.2, 0.0, 0.3], [0.4, -0.2, -0.1], [-0.1, 0.0, 0.0], [0.1, 0.0, 0.0], [-0.1, 0.0, 0.1], [0.1, -0.1, -0.1], [-0.1, 0.1, 0.1], [-0.3, 0.2, -0.1], [-0.1, -0.1, 0.0], [-0.3, 0.3, 0.1], [0.3, 0.1, -0.1], [0.1, -0.1, 0.1], [0.0, 0.1, 0.0], [0.0, -0.1, 0.1], [0.1, 0.2, -0.1], [-0.1, -0.2, 0.1], [0.1, -0.2, -0.2], [-0.1, -0.1, -0.1], [0.0, -0.1, -0.5], [0.5, 0.1, 0.0], [-0.1, 0.1, 0.0], [0.1, 0.0, 0.0], [-0.1, 0.1, 0.0], [0.2, 0.0, 0.1], [-0.2, 0.0, 0.0], [-0.2, -0.1, 0.1], [-0.1, 0.0, 0.1], [-0.2, -0.4, 0.1], [0.6, 0.4, 0.1], [-0.1, 0.0, -0.1], [0.1, 0.0, 0.0], [-0.1, 0.0, -0.1], [0.2, 0.1, 0.0], [-0.1, 0.0, 0.0], [-0.3, 0.1, 0.0], [0.2, 0.0, -0.1], [0.1, -0.2, 0.4], [-0.4, -0.1, -0.1], [0.0, 0.1, 0.0], [-0.1, 0.0, 0.0], [0.1, 0.1, 0.0], [-0.2, 0.0, 0.1], [0.2, 0.1, -0.2], [0.0, 0.1, -0.3], [-0.2, -0.2, 0.0], [-0.1, 0.4, 0.0], [0.1, 0.0, 0.0], [0.1, -0.1, 0.1], [0.0, 0.0, 0.0], [0.0, 0.0, 0.1], [0.1, 0.2, 0.0], [-0.1, -0.2, 0.1], [0.1, -0.1, -0.1], [-0.1, 0.0, 0.1], [-0.2, 0.3, -0.2], [0.1, -0.3, -0.3], [0.1, 0.0, 0.1], [0.0, 0.0, -0.1], [0.1, 0.1, 0.1], [0.1, -0.1, -0.2], [0.0, 0.0, 0.2], [0.1, -0.1, 0.3]],
  "e_above_lowest_kcal_mol": 0.0,
  "total_charge": 1
}

---

{
  "formula": "C31H76N5O13Sr2",
  "method": "ωB97M-V/def2-TZVPD",
  "elements": ["Sr", "Sr", "O", "C", "O", "O", "H", "C", "O", "C", "C", "N", "C", "C", "O", "C", "H", "H", "H", "H", "H", "H", "H", "H", "H", "H", "H", "H", "H", "H", "H", "C", "O", "C", "C", "N", "C", "C", "O", "C", "H", "H", "H", "H", "H", "H", "H", "H", "H", "H", "H", "H", "H", "H", "H", "C", "O", "C", "C", "N", "C", "C", "O", "C", "H", "H", "H", "H", "H", "H", "H", "H", "H", "H", "H", "H", "H", "H", "H", "C", "O", "C", "C", "N", "C", "C", "O", "C", "H", "H", "H", "H", "H", "H", "H", "H", "H", "H", "H", "H", "H", "H", "H", "C", "O", "C", "C", "N", "C", "C", "O", "C", "H", "H", "H", "H", "H", "H", "H", "H", "H", "H", "H", "H", "H", "H", "H"],
  "coordinates": [[-3.240, -2.452, -0.512], [-0.495, -2.632, 2.959], [0.390, 0.480, -0.256], [-0.466, -0.422, 0.142], [-1.242, -0.943, -0.699], [-0.454, -0.740, 1.389], [0.225, 0.635, -1.236], [5.044, 1.710, 2.532], [4.602, 2.497, 1.456], [4.223, 1.721, 0.346], [3.496, 2.588, -0.642], [2.722, 1.747, -1.559], [1.963, 2.541, -2.529], [1.282, 1.655, -3.527], [0.160, 1.009, -2.931], [-0.511, 0.125, -3.802], [5.408, 2.378, 3.307], [5.865, 1.049, 2.221], [4.251, 1.063, 2.940], [3.591, 0.872, 0.670], [5.100, 1.238, -0.111], [4.181, 3.207, -1.225], [2.861, 3.294, -0.081], [2.065, 1.240, -0.969], [2.701, 3.142, -3.066], [1.241, 3.227, -2.059], [2.035, 0.956, -3.908], [0.949, 2.243, -4.391], [-1.557, -0.007, -3.513], [-0.085, -0.879, -3.891], [-0.524, 0.580, -4.796], [-3.103, 8.268, -5.689], [-2.886, 6.983, -5.160], [-1.971, 6.222, -5.896], [-1.556, 5.077, -5.037], [-2.667, 4.204, -4.705], [-2.284, 3.080, -3.889], [-1.900, 3.406, -2.448], [-2.879, 4.204, -1.872], [-2.541, 4.598, -0.571], [-3.921, 8.709, -5.123], [-3.455, 8.195, -6.726], [-2.217, 8.904, -5.628], [-1.078, 6.812, -6.154], [-2.387, 5.924, -6.870], [-1.116, 5.552, -4.139], [-0.713, 4.531, -5.473], [-3.317, 4.784, -4.180], [-1.513, 2.491, -4.385], [-3.133, 2.376, -3.822], [-0.937, 3.941, -2.449], [-1.735, 2.482, -1.868], [-3.331, 5.227, -0.171], [-1.586, 5.136, -0.538], [-2.443, 3.727, 0.103], [1.770, -2.219, -2.187], [2.884, -2.989, -2.490], [2.724, -4.347, -2.145], [2.977, -4.626, -0.667], [4.334, -5.098, -0.449], [4.611, -5.346, 0.963], [6.035, -5.788, 1.159], [6.866, -4.654, 1.184], [8.089, -4.889, 1.849], [1.444, -2.268, -1.134], [0.937, -2.532, -2.834], [2.081, -1.192, -2.385], [3.415, -4.961, -2.722], [1.712, -4.680, -2.431], [2.279, -5.379, -0.281], [2.818, -3.694, -0.080], [4.953, -4.394, -0.844], [3.982, -6.211, 1.214], [4.364, -4.493, 1.616], [6.314, -6.441, 0.321], [6.139, -6.405, 2.059], [8.624, -3.942, 1.930], [8.741, -5.530, 1.243], [7.959, -5.292, 2.856], [-4.170, 0.803, -1.683], [-4.569, -0.160, -0.682], [-6.000, -0.205, -0.533], [-6.370, -1.428, 0.255], [-5.799, -2.632, -0.358], [-6.118, -3.848, 0.397], [-5.520, -5.101, -0.238], [-4.122, -4.900, -0.538], [-3.563, -6.061, -1.179], [-4.424, 1.823, -1.392], [-4.737, 0.613, -2.604], [-3.126, 0.675, -1.954], [-6.534, -0.162, -1.489], [-6.289, 0.703, 0.003], [-7.459, -1.514, 0.362], [-6.053, -1.344, 1.300], [-6.097, -2.722, -1.328], [-7.203, -3.989, 0.451], [-5.763, -3.875, 1.433], [-6.083, -5.326, -1.149], [-5.606, -5.928, 0.467], [-4.021, -6.218, -2.156], [-3.678, -6.960, -0.572], [-2.496, -5.889, -1.326], [2.212, 2.975, 4.264], [1.736, 1.703, 4.679], [0.976, 1.050, 3.707], [-0.189, 0.334, 4.362], [0.079, -1.017, 4.994], [1.256, -1.029, 5.906], [1.051, -0.207, 7.145], [-0.038, -0.798, 7.833], [-0.352, -0.077, 9.015], [2.789, 2.913, 3.334], [2.854, 3.357, 5.050], [1.383, 3.665, 4.075], [1.595, 0.330, 3.152], [0.507, 1.773, 3.031], [-0.993, 0.165, 3.635], [-0.615, 0.960, 5.150], [-0.720, -1.158, 5.621], [2.142, -0.679, 5.371], [1.516, -2.054, 6.183], [0.831, 0.843, 6.925], [1.951, -0.261, 7.767], [-0.745, 0.907, 8.748], [0.516, -0.008, 9.676], [-1.106, -0.625, 9.575]],
  "forces_ev_per_a": [[0.0, 1.0, -0.8], [1.2, 1.8, 0.4], [-0.6, -0.1, 0.0], [0.1, -0.2, 0.2], [-0.9, -0.8, 0.2], [-0.2, -1.2, 0.2], [0.2, 0.1, -0.1], [0.5, -0.3, -0.1], [-0.3, 0.0, 0.1], [0.5, -0.6, 0.1], [-0.4, 0.3, -0.3], [-0.3, 0.1, 0.3], [0.5, -0.1, 0.4], [0.5, 0.4, -0.7], [-0.1, -0.7, 0.8], [-0.4, 0.0, -0.9], [0.0, 0.0, 0.0], [0.0, 0.1, 0.1], [-0.1, 0.1, -0.1], [-0.2, 0.2, 0.0], [0.0, 0.2, 0.0], [0.1, -0.1, 0.0], [0.0, -0.1, 0.0], [0.4, 0.1, -0.2], [-0.2, 0.1, -0.1], [0.0, 0.0, 0.0], [-0.3, -0.3, 0.1], [-0.2, 0.0, 0.1], [0.1, 0.3, 0.3], [0.4, 0.2, 0.2], [0.0, -0.2, -0.1], [-0.7, 0.0, -0.3], [-0.1, 0.0, 0.4], [0.4, 0.4, -0.9], [0.8, 0.1, 0.7], [0.1, 0.1, 0.0], [-0.9, -0.6, 0.4], [1.2, 0.0, -0.5], [-0.6, 0.0, 0.1], [0.1, -0.1, 0.6], [0.1, 0.1, 0.1], [0.2, 0.1, 0.0], [0.1, -0.1, 0.0], [0.0, 0.0, 0.2], [-0.2, -0.2, 0.2], [-0.1, -0.1, 0.0], [-0.3, -0.2, -0.3], [-0.2, -0.2, -0.2], [0.3, 0.3, 0.1], [-0.1, 0.2, -0.2], [0.0, 0.0, 0.1], [-0.1, 0.0, 0.0], [0.0, 0.1, -0.2], [-0.1, 0.1, -0.1], [0.0, 0.0, -0.2], [0.1, 0.4, -0.3], [0.5, -0.5, 0.2], [-0.5, -0.4, 0.1], [0.3, 0.1, 0.3], [-0.4, 0.5, -0.1], [-0.2, -0.7, -0.7], [0.3, -0.2, -0.2], [-0.2, 0.2, 0.5], [0.7, 0.3, -0.5], [0.1, -0.2, 0.0], [-0.1, 0.2, 0.1], [-0.4, 0.1, -0.1], [0.1, 0.3, -0.1], [0.0, 0.1, 0.0], [0.1, -0.1, -0.1], [-0.3, 0.0, -0.1], [0.3, -0.2, 0.2], [-0.1, 0.2, 0.3], [0.1, 0.0, 0.0], [0.0, 0.0, 0.0], [0.0, 0.3, 0.2], [-0.2, 0.1, 0.0], [-0.1, -0.2, 0.2], [-0.1, -0.2, -0.1], [-0.7, 0.0, -0.9], [0.2, -0.8, -0.5], [0.0, 0.8, 0.4], [-0.6, 0.0, 0.3], [0.8, -0.2, 0.6], [-0.1, -1.0, -0.2], [-0.5, 0.4, -0.2], [-0.1, 0.3, 0.1], [0.4, -0.2, -0.3], [0.4, 0.0, 0.3], [0.0, -0.1, 0.1], [0.2, 0.1, 0.5], [0.4, -0.2, -0.2], [-0.2, -0.1, 0.1], [0.0, 0.2, -0.3], [0.4, -0.1, -0.2], [-0.4, -0.1, 0.2], [0.0, -0.1, 0.1], [0.1, 0.9, 0.0], [0.3, -0.2, -0.1], [-0.1, -0.1, -0.1], [-0.1, 0.0, 0.1], [-0.1, 0.1, 0.1], [0.0, 0.1, 0.0], [0.2, 0.3, -0.5], [0.0, -0.1, 0.2], [-0.4, -0.2, 0.3], [-0.5, -0.5, 0.8], [-0.2, -0.3, -0.7], [0.9, -0.1, -0.5], [-0.3, -0.2, 0.5], [0.0, -0.1, -0.2], [-0.2, -0.1, 0.3], [0.0, -0.1, 0.1], [0.0, 0.0, 0.1], [0.0, 0.0, 0.2], [0.0, 0.2, -0.3], [0.3, -0.1, -0.3], [0.1, 0.2, -0.1], [0.1, 0.3, -0.2], [0.2, 0.0, 0.1], [-0.2, 0.2, -0.1], [-0.4, 0.0, 0.1], [0.2, 0.0, -0.1], [0.1, 0.1, -0.1], [0.1, 0.1, 0.2], [0.1, 0.2, -0.2], [-0.1, -0.1, -0.2]],
  "total_charge": 3
}

---

Number 1: HOMO energy -11.68 eV. Number 2: HOMO energy -13.52 eV.